The molecule C5H10O, computed with wB97M-V/def2-TZVPD.

```
16
Properties=species:S:1:pos:R:3:forces:R:3
O -2.182463 0.430511 -1.638232 -0.28 0.02 0.27
C -0.864698 0.747567 -1.228912 0.41 0.06 0.03
C -0.235867 -0.301810 -0.316085 -0.07 -0.04 -0.13
C 1.311612 -0.324888 -0.252034 0.12 0.02 -0.14
C 1.252094 -0.341605 1.291939 0.12 -0.02 0.12
C -0.275501 -0.101543 1.226010 -0.15 0.03 0.10
H -2.737809 0.387657 -0.849903 0.03 0.00 -0.15
H -0.284786 0.812832 -2.155955 -0.05 -0.04 0.10
H -0.827815 1.745138 -0.755637 0.02 -0.20 -0.06
H -0.644329 -1.272525 -0.617027 0.09 0.08 0.05
H 1.770668 0.581960 -0.661982 -0.09 -0.09 0.08
H 1.787608 -1.190391 -0.722570 -0.06 0.16 0.04
H 1.524622 -1.309100 1.724035 -0.07 0.14 -0.07
H 1.836485 0.433449 1.796625 -0.10 -0.13 -0.06
H -0.561782 0.915600 1.519311 0.03 -0.13 -0.08
H -0.890145 -0.808801 1.791879 0.07 0.13 -0.10
```
Positions in Å, forces in eV/Å.

## Properties
SMILES ... OCC1CCC1
E_HOMO ... -10.08 eV
E_LUMO ... 1.0 eV

***

A cluster of 2 separate species, C5H10O in total, computed with wB97M-V/def2-TZVPD.

```
16
Properties=species:S:1:pos:R:3:forces:R:3
C -0.775622 0.660502 0.759536 0.17 -0.04 0.10
C -1.803903 0.263826 -0.262658 -0.08 -0.13 -0.13
C -1.887737 1.603629 0.410988 -0.12 0.18 0.03
H 0.222728 0.913364 0.416458 -0.23 -0.02 0.05
H -0.810325 0.164918 1.726304 -0.02 0.10 -0.15
H -1.513964 0.235970 -1.310461 -0.02 0.04 0.20
H -2.531697 -0.493142 0.015576 0.11 0.13 -0.03
H -1.632492 2.479337 -0.178302 -0.05 -0.14 0.10
H -2.675426 1.765853 1.140862 0.12 -0.05 -0.13
C 1.478168 -1.476506 -0.666448 -0.05 0.04 -0.07
C 2.464462 -0.549940 -0.019265 0.05 0.28 -0.07
O 2.508741 0.644697 -0.195777 -0.01 -0.49 0.07
H 2.026797 -2.107075 -1.374680 -0.05 0.01 0.05
H 1.030061 -2.141476 0.078348 0.07 0.08 -0.04
H 0.698385 -0.921482 -1.188862 0.13 -0.06 0.05
H 3.201817 -1.042469 0.648376 -0.01 0.07 -0.03
```
Positions in Å, forces in eV/Å.

## Properties
SMILES ... C1CC1.CC=O
E_HOMO ... -10.00 eV
E_LUMO ... 1.1 eV

***

The molecule C5H10O, computed with wB97M-V/def2-TZVPD.

```
16
Properties=species:S:1:pos:R:3:forces:R:3
C -1.554289 1.068533 0.100150 0.02 0.07 -0.03
C -1.368365 -0.433874 0.298431 -0.03 -0.03 -0.02
C 0.075418 -0.837293 0.609930 0.05 -0.01 0.06
C 1.073432 -0.659059 -0.511604 -0.25 -0.06 -0.03
C 2.037578 0.443198 -0.590887 -0.06 0.29 -0.09
O 2.430161 -0.836101 -0.121249 0.17 -0.15 0.02
H -0.977275 1.434771 -0.756306 -0.07 -0.04 0.11
H -1.220899 1.619178 0.988125 -0.04 -0.07 -0.13
H -2.606635 1.319722 -0.071626 0.17 -0.04 0.01
H -1.728362 -0.976626 -0.586688 0.09 0.08 0.11
H -1.999445 -0.766815 1.132408 0.09 0.04 -0.14
H 0.099984 -1.900152 0.883714 0.00 0.13 -0.01
H 0.437755 -0.282112 1.484934 -0.03 -0.05 -0.11
H 0.819927 -1.153357 -1.453742 0.01 0.03 0.16
H 2.463823 0.717587 -1.556762 -0.13 0.00 0.15
H 2.017191 1.242401 0.151169 -0.01 -0.19 -0.04
```
Positions in Å, forces in eV/Å.

## Properties
SMILES ... CCC[C@H]1CO1
E_HOMO ... -10.20 eV
E_LUMO ... 1.1 eV

***

The molecule C5H10O, computed with wB97M-V/def2-TZVPD.

```
16
Properties=species:S:1:pos:R:3:forces:R:3
O 0.596528 -0.177465 1.725060 0.49 -1.02 0.93
C 0.440728 -0.952751 0.527054 -0.28 -0.18 0.28
C 1.210842 -0.187713 -0.499469 -0.61 0.92 0.48
C 0.116177 1.294950 -0.078075 0.84 -0.35 -1.04
C -1.118964 0.557739 -0.566111 0.01 -0.05 -0.26
C -1.003515 -0.859383 0.054625 -0.16 -0.06 0.16
H 1.359219 0.389503 1.525870 -0.38 -0.20 0.55
H 0.759743 -1.958182 0.794957 0.05 -0.27 -0.49
H 2.306728 -0.406325 -0.424561 -0.62 1.28 0.41
H 0.964693 -0.458194 -1.542112 -0.19 0.40 0.45
H 0.503946 2.112349 -0.649230 -0.22 0.39 -0.87
H -0.131066 1.720502 0.931109 1.20 -0.89 -0.72
H -2.086772 1.010018 -0.324443 0.31 0.17 0.06
H -1.026687 0.524919 -1.650209 -0.35 -0.25 -0.12
H -1.657417 -0.988332 0.917202 -0.14 0.02 -0.08
H -1.227378 -1.641234 -0.683145 0.04 0.10 0.24
```
Positions in Å, forces in eV/Å.

## Properties
SMILES ... OC1CCCC1
E_HOMO ... -9.65 eV
E_LUMO ... 1.1 eV

***

The molecule C5H10O, computed with wB97M-V/def2-TZVPD.

```
16
Properties=species:S:1:pos:R:3:forces:R:3
C 2.115323 0.192722 0.260770 -0.01 0.03 0.02
C 0.633642 0.438744 0.034126 0.21 -0.10 -0.26
C -0.062797 -0.630886 -0.797704 0.03 0.03 -0.08
C -1.518085 -0.226326 -0.585975 -0.03 -0.02 -0.02
C -1.487231 0.183166 0.903314 -0.27 -0.04 -0.01
O -0.114448 0.410354 1.244863 -0.01 0.07 0.06
H 2.484636 0.710786 1.149982 -0.12 -0.02 -0.10
H 2.665811 0.575544 -0.606781 -0.03 -0.13 0.16
H 2.332443 -0.877004 0.359672 -0.06 0.17 0.08
H 0.501581 1.427211 -0.444884 0.02 -0.16 0.07
H 0.269982 -0.688722 -1.839273 -0.14 0.09 0.15
H 0.128502 -1.591237 -0.300648 0.04 0.08 -0.20
H -2.239323 -1.023801 -0.792429 0.12 0.15 0.08
H -1.758322 0.630971 -1.228785 -0.01 -0.18 0.16
H -1.871706 -0.618560 1.546129 0.11 0.14 -0.07
H -2.080014 1.087039 1.097616 0.14 -0.11 -0.04
```
Positions in Å, forces in eV/Å.

## Properties
SMILES ... C[C@H]1CCCO1
E_HOMO ... -9.55 eV
E_LUMO ... 1.2 eV

***

The molecule C5H10O, computed with wB97M-V/def2-TZVPD.

```
16
Properties=species:S:1:pos:R:3:forces:R:3
C 2.097842 -0.347678 -0.572125 0.07 0.04 -0.01
C 0.933492 0.446147 -0.025098 0.01 0.20 0.09
O 1.065495 1.571447 0.408868 -0.01 -0.43 -0.18
C -0.437881 -0.230117 -0.028031 -0.03 -0.04 -0.02
C -1.420899 0.623781 -0.833823 -0.04 0.06 -0.04
C -0.912322 -0.396489 1.419189 0.00 0.01 0.10
H 2.221788 -1.273034 0.004355 -0.05 0.13 -0.07
H 1.896044 -0.644440 -1.609123 0.00 0.05 0.16
H 3.014798 0.242574 -0.526277 -0.13 -0.08 0.00
H -0.347444 -1.220277 -0.494880 0.02 0.16 0.06
H -1.114195 0.715067 -1.882161 -0.03 -0.01 0.15
H -1.472194 1.629596 -0.405063 0.00 -0.14 -0.06
H -2.422924 0.182013 -0.811062 0.15 0.05 0.01
H -0.950536 0.581757 1.908696 -0.01 -0.13 -0.07
H -0.238268 -1.039065 1.997191 -0.09 0.09 -0.09
H -1.912800 -0.841282 1.449348 0.15 0.06 -0.03
```
Positions in Å, forces in eV/Å.

## Properties
SMILES ... CC(=O)C(C)C
E_HOMO ... -9.54 eV
E_LUMO ... 1.0 eV

***

The molecule C5H10O, computed with wB97M-V/def2-TZVPD.

```
16
Properties=species:S:1:pos:R:3:forces:R:3
C -0.149012 1.353976 1.538737 -1.11 0.68 0.91
C -1.036548 1.280467 0.573317 0.44 0.31 0.29
C -1.552465 -0.037314 0.141123 0.16 0.07 -0.21
C -0.485981 -0.468761 -0.883352 1.46 -0.09 0.13
O 0.859146 -0.196807 -0.270175 -1.01 -0.19 -0.39
C 1.939668 -1.036576 -0.625096 -0.38 -0.33 -0.48
H -0.106132 0.537521 2.239495 0.65 -0.07 0.20
H 0.318277 2.304821 1.707807 0.50 0.07 0.40
H -1.061440 2.132469 -0.090209 -0.53 0.00 -0.36
H -2.557120 0.091769 -0.266875 0.14 -0.43 -0.44
H -1.611756 -0.769479 0.960514 0.14 0.35 -0.14
H -0.561821 -1.530441 -1.142998 0.10 0.10 0.03
H -0.580855 0.142736 -1.799383 0.16 -0.30 0.30
H 1.658656 -2.064399 -0.397180 0.28 -0.32 -0.04
H 2.148950 -0.951687 -1.689367 0.06 -0.14 -0.33
H 2.902197 -0.801454 -0.116112 -1.07 0.27 0.11
```
Positions in Å, forces in eV/Å.

## Properties
SMILES ... C=CCCOC
E_HOMO ... -9.09 eV
E_LUMO ... 1.1 eV

***

The molecule C5H10O, computed with wB97M-V/def2-TZVPD.

```
16
Properties=species:S:1:pos:R:3:forces:R:3
O -1.931061 0.037459 0.735386 -0.22 -0.21 0.03
C -1.052820 0.199387 -0.373110 0.26 0.08 -0.26
C -0.193452 -1.059183 -0.614445 0.01 0.00 0.01
C 0.974405 -0.887355 0.368705 -0.01 -0.05 0.09
C 1.276879 0.612249 0.354261 0.10 0.02 -0.02
C -0.059131 1.314763 0.007560 -0.01 0.02 -0.04
H -2.603672 -0.610074 0.489888 0.11 0.08 0.10
H -1.636271 0.464422 -1.268737 0.10 -0.04 0.18
H -0.783620 -1.966530 -0.433360 0.14 0.12 -0.05
H 0.133621 -1.087997 -1.662410 0.07 0.08 0.19
H 1.903389 -1.433274 0.175535 -0.37 -0.26 -0.24
H 0.628259 -1.192860 1.361551 0.04 0.10 -0.06
H 1.757104 0.876375 1.301352 -0.31 0.37 -0.10
H 2.008547 0.838734 -0.429501 -0.06 -0.10 0.07
H -0.498483 1.895245 0.824310 0.16 -0.13 -0.05
H 0.076302 1.998634 -0.836985 -0.01 -0.08 0.15
```
Positions in Å, forces in eV/Å.

## Properties
SMILES ... OC1CCCC1
E_HOMO ... -10.16 eV
E_LUMO ... 1.0 eV

***

The molecule C5H10O, computed with wB97M-V/def2-TZVPD.

```
16
Properties=species:S:1:pos:R:3:forces:R:3
C 0.533512 0.698789 1.693560 -0.02 -0.09 0.07
C 0.389843 -0.496539 0.772070 -0.43 -0.76 0.83
O -0.613937 -1.415019 1.480583 1.56 0.21 0.72
C -0.368567 -0.262707 -0.512412 -0.60 -0.49 0.32
C -0.546765 0.979144 -1.355775 -0.13 0.00 0.17
C 0.084229 -0.253527 -1.952290 -0.04 -0.23 0.03
H -0.428425 1.217666 1.765427 0.13 -0.11 0.02
H 1.282135 1.426391 1.352975 -0.14 -0.30 -0.11
H 0.818405 0.339006 2.684123 -0.01 0.16 -0.03
H 1.320568 -1.059198 0.651441 -0.04 0.16 0.03
H -0.481398 -2.349132 1.242906 0.29 0.59 -0.02
H -1.184526 -0.902481 -0.045056 -0.48 1.32 -2.80
H -1.557798 1.243058 -1.660827 0.19 -0.11 0.09
H 0.102692 1.850125 -1.236718 -0.12 -0.36 0.22
H 1.142589 -0.177407 -2.214385 -0.26 -0.11 0.33
H -0.492556 -0.838168 -2.665623 0.08 0.11 0.14
```
Positions in Å, forces in eV/Å.

## Properties
SMILES ... C[C@@H](O)C1CC1
E_HOMO ... -9.94 eV
E_LUMO ... 1.0 eV

***

A structure of composition C5H10O, computed with wB97M-V/def2-TZVPD.

```
16
Properties=species:S:1:pos:R:3:forces:R:3
C 0.956664 -0.023525 0.764333 0.00 -0.07 0.06
C 0.032126 -1.243728 0.608501 -0.26 -0.11 0.26
C -1.307612 -0.780963 0.067467 -0.64 2.68 3.02
O -1.236650 -0.090308 -1.128196 -0.21 -0.05 0.15
C -0.341840 1.030560 -1.088451 -0.09 0.12 -0.02
C 1.058788 0.690943 -0.583339 -0.11 -0.09 -0.03
H 1.948559 -0.313206 1.130391 -0.14 -0.02 -0.08
H 0.515044 0.657007 1.505335 0.09 -0.10 -0.10
H 0.552777 -1.984079 -0.022050 -0.50 0.15 -0.06
H -0.176003 -1.720620 1.564679 0.23 -0.06 0.18
H -1.831314 -0.058080 1.083110 2.43 0.56 -1.61
H -2.282538 -1.040302 0.457215 -0.52 -2.78 -1.98
H -0.797074 1.787542 -0.432688 0.07 -0.03 -0.05
H -0.307949 1.424253 -2.108880 -0.06 -0.09 0.15
H 1.645377 1.617231 -0.507122 -0.16 -0.16 0.00
H 1.571646 0.047273 -1.310306 -0.11 0.06 0.09
```
Positions in Å, forces in eV/Å.

## Properties
E_HOMO ... -9.12 eV
E_LUMO ... 1.1 eV

***

A cluster of 2 separate species, C5H10O in total, computed with wB97M-V/def2-TZVPD.

```
16
Properties=species:S:1:pos:R:3:forces:R:3
C -1.850960 0.562281 -0.519293 -0.50 0.04 0.32
C -0.476708 0.216576 -0.904245 1.19 0.95 1.17
C 0.204464 1.344277 0.237513 -0.06 -0.92 -0.59
C -0.823498 1.609226 -0.726250 -0.86 1.29 -1.25
H -2.187155 0.346030 0.484036 -0.22 -0.05 0.16
H -2.591305 0.463141 -1.305261 -0.03 -0.02 0.08
H -0.164074 -0.361624 -1.776419 0.53 0.39 0.69
H 1.195457 1.750435 0.060900 -0.03 -0.31 -0.40
H -0.081325 1.467962 1.289528 -0.01 -1.08 -0.12
H -0.820289 2.379329 -1.444712 -0.24 0.74 -0.70
C 1.551912 -1.826292 0.783807 0.48 -0.45 0.06
O 0.189994 -1.564936 0.933484 -0.29 0.54 0.35
H 1.905047 -2.326336 1.686642 0.24 0.00 0.00
H 2.161462 -0.924917 0.618732 -0.17 -0.09 0.08
H 1.713725 -2.500932 -0.060766 0.16 -0.05 -0.08
H 0.073254 -0.634220 0.642303 -0.19 -0.97 0.23
```
Positions in Å, forces in eV/Å.

## Properties
SMILES ... C1[C@H]2C[C@@H]12.CO
E_HOMO ... -9.27 eV
E_LUMO ... 1.1 eV

***

The molecule C5H10O, computed with wB97M-V/def2-TZVPD.

```
16
Properties=species:S:1:pos:R:3:forces:R:3
C 2.199212 0.012776 -0.378364 0.07 0.11 -0.06
C 1.098637 -0.803001 0.344380 -0.07 -0.12 0.03
C -0.183364 -0.587270 -0.322911 0.15 0.14 0.11
C -2.261732 0.298172 0.416321 -0.26 -0.02 0.07
C -0.826535 0.702472 -0.175634 0.03 -0.38 -0.11
O -0.249925 1.671254 0.442891 0.01 0.03 0.04
H 1.885066 1.058854 -0.407356 0.10 -0.13 -0.05
H 3.134209 -0.064706 0.183342 -0.15 -0.01 -0.08
H 2.368642 -0.361590 -1.392379 -0.02 0.05 0.15
H 1.368970 -1.857475 0.440294 -0.04 0.13 -0.04
H 0.976865 -0.326956 1.333305 0.03 -0.05 -0.09
H -0.666516 -1.359245 -0.923597 0.03 0.14 0.11
H -2.120293 -0.075791 1.433324 -0.03 0.07 -0.15
H -2.808502 1.240732 0.461062 0.09 -0.11 -0.03
H -2.813201 -0.432241 -0.183810 0.10 0.11 0.07
H -1.101536 0.884020 -1.270868 -0.03 0.04 0.04
```
Positions in Å, forces in eV/Å.

## Properties
E_HOMO (spin up / spin down) ... -8.40 / -8.16 eV
E_LUMO (spin up / spin down) ... -0.9 / -1.2 eV

***

The molecule C5H10O, computed with wB97M-V/def2-TZVPD.

```
16
Properties=species:S:1:pos:R:3:forces:R:3
C -0.639056 1.287462 -0.801833 0.00 0.06 0.04
C -0.753635 0.121017 0.243526 0.44 0.15 0.06
C -1.661280 -0.951956 -0.428808 0.28 -0.08 0.16
C 0.799070 -0.179091 0.392272 0.19 -0.06 -0.55
C 2.329438 -0.215782 1.175117 -1.23 1.17 0.28
O 2.615788 -1.436991 0.828483 -0.51 -0.74 -0.20
H -0.177417 2.184598 -0.385972 0.06 -0.13 0.00
H -1.646002 1.564487 -1.151273 0.22 -0.20 0.26
H -0.080379 0.978568 -1.692622 0.00 0.01 0.19
H -1.301815 0.537192 1.099282 0.61 -0.25 0.12
H -2.653363 -0.528926 -0.666313 0.46 0.07 0.25
H -1.841403 -1.828669 0.196943 0.19 0.08 0.02
H -1.247332 -1.289441 -1.387480 0.11 0.04 0.24
H 1.029105 -0.792004 -0.468143 0.31 0.13 -0.45
H 2.949679 0.629924 0.767135 -0.56 -0.46 -0.08
H 2.278607 -0.080394 2.279690 -0.57 0.22 -0.34
```
Positions in Å, forces in eV/Å.

## Properties
E_HOMO (spin up / spin down) ... -8.54 / -9.17 eV
E_LUMO (spin up / spin down) ... -1.1 / -0.4 eV

***

A structure of composition C5H10O, computed with wB97M-V/def2-TZVPD.

```
16
Properties=species:S:1:pos:R:3:forces:R:3
C 0.349258 -1.199203 -0.676769 0.03 -0.02 -0.45
C -0.021196 0.040863 0.130757 0.14 -0.45 -0.23
C 0.081041 -0.534867 1.578975 -0.11 0.35 0.10
C -1.253130 0.784589 -0.517740 -0.28 -0.40 0.12
O -0.497581 1.960032 -0.801219 0.00 -0.02 0.08
C 0.718527 1.321395 -0.418917 0.44 -0.21 0.15
H 1.344192 -1.560434 -0.382274 -0.15 0.14 -0.20
H 0.337616 -0.975790 -1.738615 0.07 -0.20 -0.29
H -0.357694 -2.011514 -0.458110 0.08 0.19 -0.20
H 0.876276 -0.073075 2.166843 -0.21 0.29 0.03
H -0.857623 -0.521503 2.136157 0.04 0.40 0.00
H 0.356263 -1.604168 1.534078 -0.14 0.52 -0.04
H -2.175916 1.046133 0.014465 0.29 -0.29 0.31
H -1.531753 0.275442 -1.453435 -0.10 0.05 0.18
H 1.326513 1.995557 0.197584 -0.15 -0.39 0.27
H 1.305205 1.056541 -1.311782 0.04 0.05 0.18
```
Positions in Å, forces in eV/Å.

## Properties
E_HOMO ... -9.53 eV
E_LUMO ... 0.9 eV

***

The molecule C5H10O, computed with wB97M-V/def2-TZVPD.

```
16
Properties=species:S:1:pos:R:3:forces:R:3
C 1.819717 -0.413571 0.626746 0.25 0.02 -0.11
O 0.566398 -0.341655 1.259210 -0.02 0.02 0.07
C -1.572116 0.714863 -0.148186 0.28 0.01 -0.24
C -0.723572 1.847041 -0.567405 0.02 -0.04 0.11
C -1.030832 -0.595359 -0.596248 -0.04 0.07 -0.05
C -0.409795 -1.186540 0.694956 -0.15 -0.19 0.07
H 2.303475 -1.385835 0.805835 -0.09 0.12 -0.02
H 1.752353 -0.255461 -0.459180 0.01 -0.01 0.16
H 2.435871 0.378931 1.056802 -0.03 -0.13 -0.06
H -1.307991 2.231360 -1.425989 0.00 -0.05 0.06
H -0.715927 2.665969 0.159499 -0.07 -0.11 -0.12
H 0.295511 1.633961 -0.933069 -0.18 -0.04 0.06
H -1.834939 -1.281493 -0.890787 0.10 0.09 0.09
H -0.268568 -0.567983 -1.395606 -0.11 0.06 0.11
H 0.011264 -2.180059 0.473498 -0.06 0.17 0.00
H -1.189822 -1.296805 1.452508 0.09 0.01 -0.12
```
Positions in Å, forces in eV/Å.

## Properties
E_HOMO ... -8.17 eV
E_LUMO ... 0.4 eV

***

In order of appearance, relative energy (zero: lowest compared OMol25 entry of this formula, charge and spin) = 26.2; 36.0; 29.8; 58.6; 9.5; 0.3; 51.9; 4.5; 51.8; 57.2; 92.6; 86.6; 121.1; 42.2; 100.2 kcal/mol.